[1]
{
  "formula": "C2H6F2Si",
  "method": "ωB97M-V/def2-TZVPD",
  "smiles": "CC[SiH](F)F",
  "e_tot_ha": -569.11510,
  "gap_ev": 11.0,
  "multiplicity": 1,
  "e_above_lowest_ev": 1.954,
  "elements": ["Si", "F", "F", "C", "C", "H", "H", "H", "H", "H", "H"],
  "xyz": [[0.105, -1.441, 0.757], [-1.341, -1.426, 1.543], [1.146, -1.815, 1.892], [-0.462, 1.121, -0.885], [0.589, 0.522, 0.031], [-0.124, 2.177, -0.980], [1.556, 0.327, -0.440], [-0.102, -2.166, -0.384], [-0.565, 0.623, -1.919], [-1.594, 0.952, -0.544], [0.791, 1.125, 0.927]]
}


[2]
{
  "formula": "C2H6F2Si",
  "method": "ωB97M-V/def2-TZVPD",
  "smiles": "C[Si](C)(F)F",
  "e_tot_ha": -569.13303,
  "gap_ev": 12.2,
  "multiplicity": 1,
  "e_above_lowest_ev": 1.466,
  "elements": ["Si", "F", "F", "C", "C", "H", "H", "H", "H", "H", "H"],
  "xyz": [[0.568, 0.084, -0.172], [2.096, -0.091, 0.979], [1.379, 0.262, -1.523], [-0.410, 1.654, 0.232], [-0.261, -1.670, -0.067], [0.280, -2.591, -0.074], [-1.147, -1.703, 0.717], [-0.466, 2.247, -0.685], [-0.835, -1.765, -1.026], [-1.455, 1.431, 0.656], [0.250, 2.141, 0.963]]
}